No. 1
DFT (ωB97M-V/def2-TZVPD) results for a molecular structure, C20H28CrN2O6 at a distorted geometry.

**Maximum force**: 1.13 eV/Å
**Expectation value of S²**: 0.92
**Frontier orbital gap (alpha / beta)**: 6.65 / 8.27 eV
**E_tot**: -64874.1440 eV

ORCA input file:
```
! wB97M-V def2-TZVPD RIJCOSX def2/J DEFGRID3
* xyz 1 2
Cr -0.99 -0.27 0.22
C 2.39 0.22 1.13
C 1.67 1.36 1.83
O 0.59 0.75 2.50
C -0.44 1.63 2.92
C -1.53 0.71 3.40
O -1.81 -0.23 2.35
C -1.88 -1.61 2.72
C -0.61 -2.33 2.30
O -0.61 -2.30 0.86
C 0.55 -2.82 0.22
C 1.79 -1.97 0.45
O 1.42 -0.60 0.47
H 2.91 -0.38 1.89
H 3.12 0.60 0.41
H 1.31 2.10 1.11
H 2.35 1.86 2.53
H -0.79 2.23 2.08
H -0.10 2.29 3.73
H -2.44 1.27 3.62
H -1.21 0.17 4.29
H -2.72 -2.04 2.17
H -2.06 -1.73 3.79
H -0.61 -3.36 2.65
H 0.26 -1.79 2.70
H 0.29 -2.86 -0.84
H 0.74 -3.84 0.56
H 2.50 -2.17 -0.36
H 2.26 -2.24 1.40
C -4.33 -2.62 -0.80
C -3.06 -1.84 -1.00
O -2.77 -0.97 -0.10
C -2.30 -2.08 -2.14
C -1.20 -1.31 -2.53
C -0.70 -1.36 -3.94
N -0.65 -0.47 -1.66
N 0.25 0.43 -2.14
C 0.32 1.44 -1.31
O -0.47 1.52 -0.27
C 1.32 2.50 -1.55
C 2.44 2.24 -2.33
C 3.41 3.21 -2.49
C 3.27 4.45 -1.88
C 2.15 4.72 -1.11
C 1.18 3.74 -0.94
H -4.93 -2.18 -0.01
H -4.09 -3.65 -0.54
H -4.91 -2.64 -1.72
H -2.68 -2.80 -2.85
H -1.16 -2.19 -4.47
H 0.38 -1.45 -3.96
H -0.96 -0.43 -4.45
H 2.54 1.27 -2.82
H 4.28 3.01 -3.10
H 4.03 5.21 -2.01
H 2.03 5.68 -0.64
H 0.29 3.95 -0.35
*
```

No. 2
DFT (ωB97M-V/def2-TZVPD) results for a molecular structure, C20H28HoNO2S at a distorted geometry.

**Maximum force**: 3.10 eV/Å
**Expectation value of S²**: 6.00
**Frontier orbital gap (alpha / beta)**: 7.78 / 7.83 eV
**E_tot**: -63412.9353 eV

ORCA input file:
```
! wB97M-V def2-TZVPD RIJCOSX def2/J DEFGRID3
* xyz 0 5
O 5.22 5.47 0.70
C 6.57 5.30 0.13
C 7.16 6.53 0.82
H 6.59 5.40 -0.96
H 7.04 4.37 0.46
C 5.72 6.71 1.33
H 7.52 7.31 0.16
H 7.89 6.31 1.60
C 5.10 7.97 0.78
H 5.25 8.08 -0.30
H 5.57 8.84 1.25
H 4.04 8.01 1.02
C 5.63 6.66 2.84
H 6.11 5.76 3.24
H 4.58 6.69 3.14
H 6.13 7.53 3.26
Ho 0.04 0.08 0.06
C -0.48 -1.54 2.00
C 0.35 -2.34 1.16
C 1.66 -1.77 1.13
H 0.05 -3.28 0.67
C 1.65 -0.61 1.96
C 0.33 -0.45 2.50
H 0.02 0.30 3.21
H -1.50 -1.77 2.28
H 2.54 -2.20 0.65
H 2.52 -0.01 2.24
C -2.56 0.43 -0.05
C -2.09 0.93 1.20
C -1.23 2.04 0.93
H -2.41 0.58 2.18
C -1.18 2.24 -0.49
C -2.02 1.24 -1.09
H -2.24 1.16 -2.16
H -3.27 -0.39 -0.18
H -0.73 2.67 1.68
H -0.67 3.04 -1.01
O 1.76 1.47 -0.37
C 2.13 2.58 0.52
C 3.62 2.80 0.30
H 1.87 2.29 1.55
H 1.51 3.44 0.24
C 3.91 2.22 -1.10
H 4.17 2.23 1.06
H 3.88 3.85 0.39
C 2.84 1.16 -1.33
H 4.92 1.81 -1.20
H 3.76 3.01 -1.85
H 3.18 0.13 -1.13
H 2.37 1.19 -2.32
S -2.40 -3.35 -2.19
C -1.32 -2.25 -1.84
N -0.51 -1.40 -1.53
*
```